{
  "formula": "C44H47Cl3N5O6",
  "method": "ωB97M-V/def2-TZVPD",
  "homo_lumo_gap_ha": 0.075,
  "homo_energy_ev": -11.6,
  "total_charge": 3,
  "e_above_lowest_ev": 6.642,
  "total_energy_ev": -103654.663,
  "elements": ["C", "N", "C", "C", "C", "C", "C", "C", "C", "C", "N", "C", "C", "C", "H", "H", "H", "H", "H", "H", "H", "H", "H", "H", "H", "H", "H", "H", "C", "N", "C", "C", "C", "C", "C", "C", "C", "C", "N", "C", "C", "C", "H", "H", "H", "H", "H", "H", "H", "H", "H", "H", "H", "H", "H", "H", "Cl", "O", "O", "O", "O", "Cl", "C", "C", "Cl", "H", "H", "H", "H", "C", "C", "C", "C", "N", "H", "H", "H", "H", "H", "H", "H", "C", "C", "C", "C", "C", "C", "C", "O", "C", "C", "C", "C", "C", "C", "C", "O", "H", "H", "H", "H", "H", "H", "H", "H"],
  "coordinates": [[7.89767, 0.15429, -9.42302], [7.46283, -0.58285, -8.21244], [7.06031, -1.88825, -8.28159], [6.70947, -2.53082, -7.10828], [6.67517, -1.78054, -5.87219], [7.15631, -0.50890, -5.88466], [7.55993, 0.08136, -7.07795], [6.16980, -2.38291, -4.56950], [5.33067, -1.59377, -3.77403], [4.76207, -2.15752, -2.60075], [5.11150, -3.41142, -2.24934], [5.82279, -4.22680, -3.02980], [6.39430, -3.70035, -4.14806], [4.74100, -3.76898, -0.79160], [8.76475, 0.75820, -9.15549], [6.99802, 0.66051, -9.77300], [8.22319, -0.57895, -10.16092], [6.99309, -2.22117, -9.30680], [6.35380, -3.54514, -7.00315], [7.30784, 0.02049, -4.95559], [7.87290, 1.11417, -7.03605], [5.14538, -0.56396, -4.04154], [4.02537, -1.63318, -2.01018], [5.91586, -5.22740, -2.63416], [6.95180, -4.37454, -4.78136], [5.29151, -3.06352, -0.16921], [4.82192, -4.85481, -0.74140], [3.71460, -3.43223, -0.93722], [-3.46997, -5.23317, -6.91566], [-2.63693, -4.07690, -6.86022], [-2.23027, -3.65586, -5.67941], [-1.85373, -2.34691, -5.53797], [-1.89896, -1.40284, -6.57530], [-2.28100, -1.91946, -7.83096], [-2.63615, -3.24192, -7.94689], [-1.58993, 0.06699, -6.40402], [-0.56122, 0.76408, -7.15345], [-0.35603, 2.10485, -6.84753], [-0.99839, 2.71519, -5.82680], [-1.91045, 2.00388, -5.05919], [-2.20526, 0.71148, -5.32792], [-0.62039, 4.18981, -5.52455], [-4.52942, -5.03972, -6.74761], [-3.08423, -5.84804, -6.10250], [-3.29485, -5.67823, -7.89512], [-2.58075, -4.25709, -4.85352], [-1.55329, -2.01145, -4.55633], [-2.35229, -1.32750, -8.73146], [-3.22960, -3.68089, -8.73525], [-0.04685, 0.24011, -7.94546], [0.38951, 2.60572, -7.44728], [-2.47528, 2.58650, -4.34651], [-2.84323, 0.14640, -4.66454], [-0.16882, 4.16311, -4.53285], [-1.56999, 4.72111, -5.46065], [0.16770, 4.42732, -6.23912], [-2.07661, -1.24971, 0.69732], [-1.24233, -0.24803, 0.09192], [-3.22996, -1.44779, -0.20655], [-1.26730, -2.38951, 0.61375], [-2.47391, -0.93950, 2.02497], [-0.05089, -8.88037, 2.56852], [-1.40496, -7.68346, 2.77637], [-1.00365, -6.51843, 3.75499], [-0.35326, -6.98561, 5.31090], [-2.19794, -8.27230, 3.23743], [-1.70759, -7.53811, 1.73936], [-1.86610, -5.85906, 3.85247], [-0.23917, -5.94326, 3.23265], [-6.51686, 2.59244, 4.31802], [-7.45428, 3.83845, 3.93199], [-8.83078, 3.31850, 3.53945], [-9.59265, 2.94029, 4.75980], [-10.14473, 2.64400, 5.76641], [-5.48040, 2.90594, 4.44272], [-6.53462, 1.90017, 3.47628], [-6.96416, 2.05787, 5.15603], [-7.00200, 4.26262, 3.03554], [-7.44382, 4.52244, 4.78061], [-8.84951, 2.48578, 2.83638], [-9.35969, 4.18261, 3.13734], [-2.04678, 1.15968, 8.70399], [-2.83035, 1.23474, 9.87083], [-2.29980, 2.12018, 10.85872], [-1.25063, 2.95123, 10.64831], [-0.52275, 2.84935, 9.39326], [-0.98405, 1.97607, 8.42962], [0.56634, 3.84622, 9.06272], [1.29319, 3.74538, 7.99243], [0.59497, 5.01846, 9.97727], [1.43204, 6.09479, 9.60290], [1.60033, 7.25953, 10.40726], [0.81596, 7.42649, 11.52501], [-0.09039, 6.40613, 11.88466], [-0.14497, 5.21553, 11.11642], [-1.05085, 4.06349, 11.63104], [-1.52837, 4.16034, 12.75099], [-2.24176, 0.51415, 7.86039], [-3.75210, 0.70656, 10.06525], [-2.91912, 2.14178, 11.74324], [-0.52476, 1.89092, 7.45585], [1.87310, 6.07606, 8.61725], [2.33678, 8.01733, 10.18416], [0.93327, 8.30422, 12.14326], [-0.78613, 6.63751, 12.67763]],
  "atomic_forces_ev_per_a": [[-0.2, -0.9, -0.3], [0.6, -0.1, -0.2], [-0.1, 0.8, 0.8], [-0.6, 0.9, 1.4], [0.3, -2.0, -0.6], [0.5, 0.8, 0.1], [-0.7, -0.2, 1.6], [-0.4, 0.2, 0.0], [-0.3, -0.9, 1.0], [1.4, 0.2, -2.1], [-0.2, 1.0, 1.2], [0.0, 0.7, 1.0], [0.2, -0.4, -1.9], [-1.1, 0.6, -2.8], [-0.4, 0.3, -0.2], [0.5, 0.5, -0.2], [-0.1, 0.1, 0.0], [0.1, -0.7, 0.2], [0.1, -0.1, -0.8], [-0.1, 0.3, 0.0], [0.3, 0.0, -0.6], [-0.3, 0.0, 0.1], [0.2, 0.0, 0.3], [0.4, -0.1, -0.3], [0.2, 0.0, 0.0], [0.1, -0.8, 0.3], [0.2, 0.4, 0.8], [-0.4, -0.6, 1.6], [0.3, -1.9, -0.1], [-0.6, 2.5, -1.2], [-1.0, 0.6, 0.2], [0.8, 1.7, 0.7], [0.3, -0.8, -1.1], [0.3, -0.1, -0.1], [-0.8, -0.7, 1.2], [1.7, -0.1, 0.1], [-2.6, -0.8, 1.4], [0.0, -1.2, 0.1], [-0.1, -0.3, 0.0], [0.8, 2.5, -1.0], [0.4, -1.1, -0.5], [-0.4, -2.1, 0.7], [0.1, 0.4, -0.1], [-0.4, -0.6, -0.4], [-0.3, -0.4, 0.3], [0.9, -0.2, 0.4], [-0.1, 0.0, 0.2], [-0.1, 0.3, 0.1], [0.6, 0.3, -0.7], [0.1, 0.3, -0.1], [-0.1, 0.6, 0.3], [0.3, 0.0, 0.4], [-0.4, 0.2, 0.0], [-0.1, 0.1, 0.0], [0.5, 0.4, -0.6], [-0.7, 0.6, -0.1], [-1.1, 0.7, -2.8], [0.1, 2.3, 0.0], [0.3, 0.3, 1.1], [1.2, -3.5, 0.9], [-0.2, 0.2, 0.2], [0.0, 0.3, 0.1], [0.3, -1.1, 1.5], [-0.2, 0.0, -2.6], [-0.2, -0.3, 0.1], [0.0, 0.1, 0.1], [0.1, 1.2, 0.4], [0.0, -0.2, 0.3], [0.1, 0.1, 0.2], [-1.2, 1.1, -0.9], [1.9, -2.5, 0.0], [-0.9, 1.0, 1.3], [-1.6, -1.2, 3.1], [1.9, 1.1, -3.6], [-0.2, -0.1, 0.5], [0.1, -0.1, -0.1], [0.4, 0.1, 0.3], [0.0, 0.5, 0.2], [-0.4, 0.2, -0.3], [0.3, 0.1, 0.0], [-0.3, -0.2, -0.4], [-1.8, -0.9, -0.2], [2.6, 1.1, -0.1], [-2.8, -1.8, -0.6], [1.2, 0.4, -1.1], [-0.1, 1.3, 0.8], [1.0, 0.3, 0.7], [1.1, -0.8, -3.3], [-2.9, 0.4, 4.6], [2.0, 1.9, -1.3], [0.0, 1.0, 0.4], [-0.2, -1.5, -0.9], [-0.6, -1.2, 0.5], [0.6, 0.4, -1.3], [-1.7, -0.8, 2.2], [1.2, 1.7, 0.5], [0.1, -0.8, -1.4], [-0.8, -0.4, 0.2], [0.2, -0.2, -0.2], [0.4, 0.6, 0.4], [0.3, 0.2, 0.1], [0.4, -0.3, 0.1], [0.0, 0.0, -0.4], [-0.2, 0.1, 0.0], [0.0, -0.7, 0.2]]
}